[1]
Formula: CH23O13
Source: the OMol25 dataset
Level of theory: ωB97M-V/def2-TZVPD

## Properties
electronic energy = -1029.81167 Ha
frontier orbital gap (spin up / spin down) = 4.51 / 9.06 eV
largest force on an atom = 5.6 eV Å⁻¹

```
! RIJCOSX wB97M-V def2-TZVPD def2/J DEFGRID3
* xyz 0 2
O -2.2012 1.1411 -2.3863
O -1.4143 2.7966 1.6592
O -0.1472 -2.4840 -2.5074
O 3.1354 -1.1999 -0.7157
O -1.5446 0.2555 3.5387
O 0.8707 -1.0104 0.6011
O 0.0944 2.7190 -0.7773
O -3.5771 0.3188 0.2236
O 1.5009 0.4756 -3.4822
O 0.2306 0.0551 -1.1743
O -0.7132 0.3531 0.7939
O 1.8009 -0.0370 2.7809
O -0.0384 -3.7616 0.2301
C 0.0951 -0.2483 0.0378
H -0.5342 -2.9398 -1.7598
H -1.2048 0.3209 2.6462
H -1.1818 1.9616 1.2530
H 3.2830 -2.1364 -0.5652
H -2.3607 0.4170 -2.9916
H 0.8729 0.2136 -2.8090
H 2.6277 -0.4748 2.9961
H 1.9844 0.8684 2.5198
H -0.1101 1.7884 -0.6602
H 0.7619 -4.1095 -0.1632
H 2.2081 -1.0036 -0.5637
H -0.6662 3.3025 -0.7269
H 1.3890 -0.4164 2.0012
H -2.6497 0.3527 0.4580
H -1.8443 1.1405 3.7468
H -3.8386 -0.5832 0.4087
H 3.5877 -0.7511 0.0024
H -2.1519 2.5874 2.2324
H 2.3067 0.6605 -2.9998
H 0.8322 3.0480 -0.2586
H -1.5435 0.8046 -1.7776
H 0.1538 -2.8373 0.3879
H -0.0135 -1.5877 -2.1990
*
```

Atom charges from the Mulliken analysis, given in e for atoms 1 to 4: -0.705, -0.669, -0.675, -0.227

[2]
Formula: CH23O14
Source: the OMol25 dataset
Level of theory: ωB97M-V/def2-TZVPD

## Properties
electronic energy = -1105.37893 Ha
ΔE to the lowest compared entry with this formula, charge and spin = 2.0564 eV
frontier orbital gap = 9.84 eV
largest force on an atom = 5.1 eV Å⁻¹

```
! RIJCOSX wB97M-V def2-TZVPD def2/J DEFGRID3
* xyz -1 1
O -0.9571 0.6443 4.3021
O 1.9489 3.2893 -0.9409
O 0.4419 -1.8607 4.0091
O 0.7109 0.2373 1.3021
O 1.8139 0.8783 -3.2399
O -0.9751 3.3713 -1.1399
O -0.1921 -3.7037 -1.0349
O 0.6029 -1.0737 -0.3909
O 0.3729 1.0833 -0.8169
O -1.1771 -2.5237 1.8161
O -0.6571 2.9373 1.8941
O 1.9119 -1.7557 -2.6099
O -1.0341 0.6673 -2.9249
O -2.1471 -1.1517 -0.3649
C 0.6089 0.0943 -0.0229
H -0.6121 0.6713 -2.0849
H 1.5849 2.3793 -0.9179
H -0.4031 2.6033 -0.9819
H 2.4499 3.4273 -1.7589
H -1.2671 -2.1047 0.9871
H -1.1831 -1.2067 -0.5049
H -1.6561 -3.3187 1.9061
H 0.8759 0.8133 -3.1299
H 1.1119 -2.0767 -3.0539
H 2.1619 0.1323 -2.7879
H -1.7941 0.0743 -2.8519
H 0.2119 -2.9537 -0.5799
H -2.4131 -0.2757 -0.5859
H -0.0351 2.6623 1.2041
H -0.1001 -3.4967 -1.9559
H -0.1881 0.2063 3.9591
H 0.0829 -2.2487 4.8231
H -0.7411 1.5333 4.4331
H -0.1081 3.1213 2.6501
H -0.0211 -2.1637 3.1971
H 0.7939 -0.5687 1.7121
H 1.6029 -1.4047 -1.7539
H -1.6251 3.0613 -1.7629
*
```

Atom charges from the Mulliken analysis, given in e for atoms 1 to 4: -0.577, -0.651, -0.645, -0.408

[3]
Formula: CH27HfO13
Source: the OMol25 dataset
Level of theory: ωB97M-V/def2-TZVPD

## Properties
electronic energy = -1079.45843 Ha
frontier orbital gap = 7.48 eV
largest force on an atom = 7.3 eV Å⁻¹

```
! RIJCOSX wB97M-V def2-TZVPD def2/J DEFGRID3
* xyz 3 1
Hf 1.6065 0.5228 1.9953
O 0.3025 -1.1952 2.0533
O -0.3825 1.3238 2.3243
O 3.3785 -2.1622 -2.0117
O 0.4875 -2.6982 -0.6647
O 1.1055 0.2308 0.1423
O 1.6495 2.6458 1.0163
O 2.6515 -2.0622 0.9363
O -3.2365 -0.5042 -2.2067
O -2.6255 2.0938 -1.2747
O -2.6065 0.3628 1.1293
O -2.5385 -1.8452 -0.1527
O -0.7325 3.4778 0.2003
O 3.4965 0.7328 1.2363
C 0.4505 0.4558 -1.0927
H 0.7745 2.8968 0.6233
H -0.6625 -1.2982 2.1433
H 2.5925 -2.1182 -2.5097
H -1.5925 3.7318 0.5173
H -4.2075 -0.6822 -2.1877
H -2.3805 1.7878 -0.4067
H -0.4445 -0.2032 -1.1697
H -3.5975 0.3848 1.2313
H 2.0925 3.4818 1.1013
H -0.6635 2.0358 2.9263
H -2.7845 -1.1332 -2.8057
H -1.8905 -2.4762 -0.4907
H 1.0685 0.3758 -1.9417
H 0.5635 -2.0872 2.2693
H 3.7855 -2.9462 -2.4087
H 0.0425 1.5318 -1.0207
H 0.6675 -2.9782 -1.5427
H -2.4545 -0.4972 0.7293
H -2.7835 -1.2692 -0.8997
H 0.4335 -1.7202 -0.7917
H -0.9515 3.0598 -0.6307
H -1.2135 0.8818 2.0383
H 3.9455 0.1308 0.6153
H 1.9575 -2.3792 0.3613
H -2.8945 1.2468 -1.7047
H 4.1175 1.3338 1.6403
H 3.4735 -2.4702 0.6823
*
```

Atom charges from the Mulliken analysis, given in e for atoms 1 to 4: 1.382, -0.439, -0.392, -0.564

[4]
Formula: CH29O14Pb
Source: the OMol25 dataset
Level of theory: ωB97M-V/def2-TZVPD

## Properties
electronic energy = -1301.39442 Ha
frontier orbital gap = 7.98 eV
largest force on an atom = 3.3 eV Å⁻¹

```
! RIJCOSX wB97M-V def2-TZVPD def2/J DEFGRID3
* xyz 1 1
Pb 0.7878 2.3199 -1.4992
O -0.8882 1.2619 -2.6952
O -0.5462 1.5189 0.3478
O -2.5962 -1.9301 -2.3512
O -1.8632 3.5639 1.4508
O 2.1378 0.5859 -2.4552
O 2.4908 -1.3981 0.3818
O -2.9112 0.6769 1.3998
O -2.9442 -2.0161 1.7638
O 0.3478 -2.2651 2.4608
O -0.7322 -3.1891 0.1138
O 1.2208 0.6069 2.8158
O 1.3928 3.9569 0.3108
O 0.0678 -1.4421 -3.0292
O 2.6058 1.3299 0.3538
C -0.4232 0.1459 0.0608
H -2.6602 -2.8351 -2.5942
H 3.4438 1.4879 0.7708
H -1.3342 -0.1941 -0.3692
H 0.9198 -1.5951 -3.3812
H 3.0218 0.6879 -2.7302
H -1.4522 2.8129 1.0428
H 0.3458 0.0039 -0.7262
H 2.8028 -2.1821 -0.1112
H -0.1272 -2.7221 0.7168
H -2.6412 -2.3271 0.8938
H 2.0168 0.9329 2.3508
H -2.0662 0.7109 0.9818
H -2.7412 0.7629 2.3238
H 0.9118 3.8669 1.0938
H -1.6922 -1.8311 -2.2622
H 0.4888 0.5639 2.1468
H -1.8202 1.3549 -2.7452
H 2.4148 -1.6451 1.3178
H 0.9368 -1.5591 2.6738
H 2.3528 3.9479 0.3968
H 0.4108 -2.9681 3.1078
H 2.0598 -0.3171 -2.1912
H -2.3902 3.1849 2.1098
H 2.6008 0.3969 0.1608
H -0.0922 -3.3771 -0.5542
H 0.1668 -0.5841 -2.6392
H -0.2122 -0.3551 0.9358
H -0.7792 1.1579 -3.6442
H -3.0312 -1.1051 1.4938
*
```

Atom charges from the Mulliken analysis, given in e for atoms 1 to 4: 1.185, -0.398, -0.570, -0.549

[5]
Formula: CH29O17
Source: the OMol25 dataset
Level of theory: ωB97M-V/def2-TZVPD

## Properties
electronic energy = -1334.71056 Ha
ΔE to the lowest compared entry with this formula, charge and spin = 0.3540 eV
frontier orbital gap = 9.17 eV
largest force on an atom = 3.0 eV Å⁻¹

```
! RIJCOSX wB97M-V def2-TZVPD def2/J DEFGRID3
* xyz -1 1
O -2.6591 1.8466 0.1513
O -3.1491 -0.7744 -0.0887
O 0.1959 0.3976 1.4383
O -0.4341 -1.1154 -0.0907
O 2.0239 -1.5674 -2.0507
O 3.3069 0.4806 1.4483
O 0.2859 -3.8334 -0.8277
O -2.1321 -3.4464 0.2023
O -0.5611 -1.8574 -2.8047
O 0.8379 3.0416 1.1183
O 3.7099 0.6616 -1.5957
O 2.6909 2.9426 -1.0347
O -1.7731 2.1576 2.6033
O -0.6141 1.2546 -2.4047
O 0.3289 0.8506 4.0393
O 1.0339 0.4086 -0.5807
O -1.8471 -1.2144 2.5043
C 0.2939 -0.0744 0.3053
H -1.3461 -1.9764 2.6953
H 1.5249 -0.8834 -1.5077
H -1.2301 -3.7524 0.1433
H -0.0081 0.8536 -1.7367
H 3.9709 1.1136 1.0753
H 2.6509 0.3956 0.7683
H 2.5929 3.2896 -1.9357
H -3.7181 -0.6964 -0.8537
H 0.0319 3.4276 0.7193
H 0.6019 -3.0154 -0.4787
H -0.7221 -1.0304 -3.3427
H -2.5821 -3.8334 -0.5417
H 1.2619 0.9176 4.3863
H -1.5201 0.9526 -2.2097
H -0.6461 -1.4244 -1.9677
H 0.2829 0.6936 3.0943
H -2.9641 -1.7244 -0.0357
H -1.1381 -1.2934 0.5543
H 3.2569 1.4796 -1.3157
H 0.6649 -3.9864 -1.6867
H -1.1721 -0.6154 2.3043
H 2.9569 0.2396 -2.0197
H 0.7189 2.1026 1.2043
H -2.7171 0.8776 0.0883
H -1.9851 2.0696 -0.5047
H 1.3069 -1.9164 -2.5477
H 1.7939 2.6296 -0.8107
H -1.9031 1.8776 1.6683
H -1.5011 3.0696 2.4613
*
```

Atom charges from the Mulliken analysis, given in e for atoms 1 to 4: -0.765, -0.594, -0.693, 0.600

[6]
Formula: CH2Br2NO
Source: the OMol25 dataset
Level of theory: ωB97M-V/def2-TZVPD

## Properties
electronic energy = -5317.21692 Ha
ΔE to the lowest compared entry with this formula, charge and spin = 2.7979 eV
frontier orbital gap = 5.23 eV
largest force on an atom = 2.1 eV Å⁻¹

```
! RIJCOSX wB97M-V def2-TZVPD def2/J DEFGRID3
* xyz -1 1
Br -0.1949 2.5980 -0.7961
Br 2.3750 1.2874 0.8826
O -0.8979 -2.5158 -0.6774
N -1.4215 -1.8423 0.1897
C 0.8439 1.0096 -0.3037
H -0.8525 -0.9593 0.3539
H 0.1479 0.4225 0.3510
*
```

Atom charges from the Mulliken analysis, given in e for atoms 1 to 4: -0.320, -0.332, -0.209, -0.194